{"formula": "C2H3AlO", "method": "ωB97M-V/def2-TZVPD", "species": ["O", "C", "C", "H", "H", "H", "Al"], "coordinates": [[-0.616, 1.053, 0.000], [-1.150, 0.003, 0.004], [-0.946, -1.290, 0.052], [-0.683, -1.794, -0.880], [1.778, 1.984, -1.451], [-0.803, -1.741, 1.037], [1.212, 1.535, 0.092]], "orbital_gap_ev": [6.2, 6.2], "homo_energy_ev": [-20.3, -20.3], "total_energy_ev": -10742.436, "charge": 2}

{"formula": "C2H3BN2O2S", "method": "ωB97M-V/def2-TZVPD", "species": ["O", "B", "O", "C", "C", "N", "N", "S", "H", "H", "H"], "coordinates": [[-0.194, 1.283, 1.197], [-0.330, 0.025, 0.518], [0.586, -0.933, 0.427], [-1.730, -0.120, -0.083], [-2.503, -1.261, -0.227], [-3.739, -1.050, -0.716], [-3.930, 0.256, -0.984], [-2.764, 1.210, -0.476], [0.533, 1.194, 1.831], [1.508, -0.898, 0.753], [-2.312, -2.261, 0.080]], "orbital_gap_ev": 9.9, "smiles": "OB(O)c1cnns1", "homo_energy_ev": -10.0, "total_energy_ev": -20710.972}

{"formula": "C2H3Br", "method": "ωB97M-V/def2-TZVPD", "species": ["C", "C", "Br", "H", "H", "H"], "coordinates": [[0.754, 0.400, -0.060], [-0.238, -0.452, -0.086], [-2.550, 0.000, -0.004], [1.790, -0.062, 0.119], [0.653, 1.543, -0.066], [-0.409, -1.429, 0.097]], "orbital_gap_ev": 9.5, "smiles": "C=CBr", "homo_energy_ev": -10.0, "total_energy_ev": -72162.791}

{"formula": "C2H3Br2N", "method": "ωB97M-V/def2-TZVPD", "species": ["C", "C", "N", "Br", "Br", "H", "H", "H"], "coordinates": [[-0.183, 0.379, -0.077], [0.026, -0.980, 0.500], [0.536, 0.762, -0.987], [1.834, -1.623, 0.165], [-1.913, 2.306, 0.302], [-0.380, -1.128, 1.533], [-0.558, -1.572, -0.243], [0.637, 1.857, -1.193]], "orbital_gap_ev": [7.7, 7.7], "homo_energy_ev": [-9.7, -9.7], "total_energy_ev": -143695.008}

{"formula": "C2H3Br2N", "method": "ωB97M-V/def2-TZVPD", "species": ["H", "N", "C", "Br", "C", "Br", "H", "H"], "coordinates": [[0.394, -1.203, 1.896], [-0.376, -0.851, 1.405], [0.373, -0.129, 0.311], [2.220, -0.003, 0.414], [-0.427, 0.619, -0.660], [-0.785, -0.641, -2.133], [-0.103, 1.454, -1.219], [-1.295, 0.755, -0.014]], "orbital_gap_ev": 9.3, "smiles": "[H]/N=C(\\Br)CBr", "homo_energy_ev": -9.9, "total_energy_ev": -143695.520}

{"formula": "C2H3Br2NO3", "method": "ωB97M-V/def2-TZVPD", "species": ["O", "N", "O", "C", "Br", "C", "O", "Br", "H", "H", "H"], "coordinates": [[-0.131, 2.125, 0.585], [-0.873, 1.199, 0.427], [-2.016, 1.373, 0.090], [-0.414, -0.199, 0.600], [-1.900, -1.226, -0.147], [0.911, -0.526, -0.178], [0.608, -0.389, -1.457], [1.352, -2.361, 0.204], [-0.361, -0.342, 1.627], [1.685, 0.183, 0.204], [1.140, 0.164, -1.954]], "orbital_gap_ev": 9.9, "smiles": "O=[N+]([O-])[C@@H](Br)[C@H](O)Br", "homo_energy_ev": -9.9, "total_energy_ev": -149836.246}

{"formula": "C2H3Br2NO4S", "method": "ωB97M-V/def2-TZVPD", "species": ["C", "C", "N", "O", "O", "O", "O", "S", "Br", "Br", "H", "H", "H"], "coordinates": [[0.193, -0.331, -0.093], [-2.760, 0.092, -0.015], [-3.682, 0.094, -1.074], [-4.020, -0.967, -1.537], [-4.143, 1.157, -1.411], [-1.120, 1.026, -2.086], [-1.537, -1.391, -1.891], [-1.244, -0.126, -1.284], [-2.757, 1.729, 0.767], [-3.018, -1.466, 1.052], [-0.230, -0.080, 0.818], [0.505, -1.444, -0.125], [1.113, 0.404, -0.235]], "orbital_gap_ev": 9.7, "homo_energy_ev": -10.6, "total_energy_ev": -162717.142}

{"formula": "C2H3Br2O2S", "method": "ωB97M-V/def2-TZVPD", "species": ["C", "C", "O", "O", "S", "Br", "Br", "H", "H", "H"], "coordinates": [[0.338, -0.037, -0.734], [-1.411, -0.165, 0.407], [1.603, -0.246, 1.475], [2.851, 0.551, -0.533], [1.686, 0.760, 0.358], [-2.305, -1.710, 0.289], [-2.488, 1.371, -0.297], [0.725, -1.111, -0.672], [0.045, 0.553, -1.625], [-1.043, 0.034, 1.332]], "orbital_gap_ev": 6.6, "homo_energy_ev": -3.7, "total_energy_ev": -157136.707, "charge": -1}